Entry 1:
Density functional theory data (the ωB97M-V functional and the def2-TZVPD basis) for a single C4H5NO3 molecule in a non-equilibrium geometry.

## Properties
- energy (Eh) = -435.84279
- lowest unoccupied orbital energy (eV) = 0.5
- HOMO energy (Eh) = -0.2952
- gap between HOMO and LUMO (eV) = 8.543
- energy relative to the best compared isomer or geometry (same formula, charge and spin) (kcal/mol) = 48.8

Cartesian coordinates (Å):
N  -0.17  1.83  -0.03
C  -0.04  0.40  -0.20
C  -1.16  -0.48  -0.04
O  -2.47  -0.10  -0.02
C  -0.57  -1.74  -0.02
O  0.80  -1.57  -0.06
C  1.08  -0.31  -0.08
O  2.36  0.18  -0.02
H  0.27  2.07  0.92
H  0.42  2.31  -0.72
H  -2.58  0.85  0.04
H  -0.82  -2.76  -0.01
H  2.89  -0.69  0.22

Here are the Löwdin charges for atoms 1 to 6, given in e:
1 N 0.068
2 C -0.226
3 C -0.236
4 O 0.071
5 C -0.016
6 O 0.070



Entry 2:
Density functional theory data (the ωB97M-V functional and the def2-TZVPD basis) for a single C4H5NO3 molecule in a non-equilibrium geometry.

## Properties
- energy (Eh) = -435.73033
- lowest unoccupied orbital energy (eV) = 0.8
- HOMO energy (Eh) = -0.3663
- gap between HOMO and LUMO (eV) = 10.749
- energy relative to the best compared isomer or geometry (same formula, charge and spin) (kcal/mol) = 119.3

Cartesian coordinates (Å):
C  0.67  -0.80  1.45
N  0.05  0.02  2.20
O  -0.78  0.86  1.30
C  -0.71  0.25  0.00
O  -0.75  0.85  -1.15
C  0.11  0.11  -2.00
O  0.71  -0.99  -1.25
C  0.68  -0.35  -0.02
H  1.32  -1.40  1.97
H  -1.46  -0.58  -0.08
H  -0.43  -0.43  -2.83
H  0.88  0.85  -2.39
H  1.39  0.46  0.17

Here are the Löwdin charges for atoms 1 to 6, given in e:
1 C -0.054
2 N 0.124
3 O -0.044
4 C -0.425
5 O 0.027
6 C -0.118



Entry 3:
Density functional theory data (the ωB97M-V functional and the def2-TZVPD basis) for a single C4H5NO3 molecule in a non-equilibrium geometry.

## Properties
- energy (Eh) = -435.84209
- lowest unoccupied orbital energy (eV) = 0.3
- HOMO energy (Eh) = -0.3720
- gap between HOMO and LUMO (eV) = 10.409
- energy relative to the best compared isomer or geometry (same formula, charge and spin) (kcal/mol) = 49.2

Cartesian coordinates (Å):
H  1.06  -0.54  -2.01
N  1.41  0.12  -1.32
C  0.64  0.35  -0.35
C  1.01  1.24  0.78
C  -0.76  -0.31  -0.24
O  -1.78  0.51  0.13
O  -1.01  -1.35  -1.25
C  -0.73  -1.73  0.04
O  -0.53  -2.67  0.73
H  1.24  0.63  1.66
H  1.88  1.83  0.51
H  0.17  1.89  1.03
H  -2.61  0.03  0.28

Here are the Löwdin charges for atoms 1 to 6, given in e:
1 H 0.069
2 N 0.183
3 C -0.333
4 C -0.022
5 C -0.369
6 O 0.105



Entry 4:
Density functional theory data (the ωB97M-V functional and the def2-TZVPD basis) for a single C4H5NO4S molecule in a non-equilibrium geometry.

## Properties
- energy (Eh) = -909.13924
- lowest unoccupied orbital energy (eV) = -0.9
- HOMO energy (Eh) = -0.3937
- gap between HOMO and LUMO (eV) = 9.820
- energy relative to the best compared isomer or geometry (same formula, charge and spin) (kcal/mol) = 71.9

Cartesian coordinates (Å):
O  -3.27  -0.32  0.26
N  -2.50  0.61  0.22
O  -2.76  1.69  0.61
C  -1.21  0.37  -0.35
C  -0.69  -0.85  -0.48
C  0.75  -0.87  -0.91
S  1.25  0.88  -0.25
O  2.40  1.33  -0.96
O  1.24  0.74  1.17
C  -0.22  1.68  -0.78
H  -1.14  -1.71  -0.07
H  1.37  -1.64  -0.56
H  1.12  -0.59  -1.90
H  -0.21  1.72  -1.99
H  -0.47  2.58  -0.24

Here are the Löwdin charges for atoms 1 to 6, given in e:
1 O 0.095
2 N -0.411
3 O 0.122
4 C -0.148
5 C -0.030
6 C -0.123